1) Molecular formula: C3H8
Method: DFT, the ωB97M-V functional and the def2-TZVPD basis

```
! RIJCOSX wB97M-V def2-TZVPD def2/J DEFGRID3
* xyz 0 1
C 0.8480 -0.8051 0.1135
C -0.4606 -0.3303 -0.4365
C -0.6460 1.0536 0.1027
H 1.1579 -1.7463 -0.3941
H 0.7380 -1.0069 1.1905
H 1.5082 0.3059 0.1133
H -0.9786 -1.1899 0.0059
H -0.5604 -0.3708 -1.5305
H 0.6368 1.3521 0.0565
H -0.7993 1.0949 1.1842
H -1.4441 1.6427 -0.4055
*
```

LUMO level = 1.3 eV
SMILES = CCC
Kohn-Sham gap = 12.1 eV



2) Molecular formula: C3H8
Method: DFT, the ωB97M-V functional and the def2-TZVPD basis

```
! RIJCOSX wB97M-V def2-TZVPD def2/J DEFGRID3
* xyz 0 1
C -0.4534 1.2384 0.9572
C -1.1084 0.4422 0.0781
H 0.0733 0.9542 1.8588
H -0.3276 2.2442 0.7291
H -1.0882 -0.6931 0.3237
H -1.7739 0.6614 -0.7385
C 1.2647 -1.3333 -0.8498
H 1.6074 -1.2869 0.2089
H 1.8719 -1.7833 -1.6283
H 1.0121 -0.2583 -1.1402
H 0.4072 -1.9225 -0.7266
*
```

LUMO level = 1.2 eV
SMILES = C=C.C
Kohn-Sham gap = 11.1 eV



The structure with the greatest stability is 2).



1) Molecular formula: C7H11N3O4
Method: DFT, the ωB97M-V functional and the def2-TZVPD basis

```
! RIJCOSX wB97M-V def2-TZVPD def2/J DEFGRID3
* xyz 0 1
C -2.0506 -1.0133 -0.7836
N -1.5759 -1.3616 0.5133
C -0.2302 -1.0288 0.6302
C 0.8455 -1.8303 0.4247
O 0.7186 -3.1230 0.0594
O 2.2313 -1.6363 0.7593
C 2.9682 -0.6681 0.1202
O 4.1490 -0.7596 -0.0291
N 2.1912 0.3946 -0.3359
C 3.0906 1.3912 -0.9295
C 1.1660 1.0173 0.5491
O 1.3397 2.1441 0.9173
N 0.0909 0.3488 0.9303
C -1.0654 1.0092 1.6224
H -3.0320 -1.5518 -0.9685
H -2.5103 0.0181 -0.6328
H -1.3757 -1.1653 -1.7018
H -1.6778 -2.3447 0.8005
H 1.5658 -3.4578 -0.1131
H 2.6526 2.2972 -1.0792
H 3.9649 1.5163 -0.2610
H 3.1389 0.9982 -1.9824
H -0.5896 1.3824 2.4646
H -1.2556 1.8733 0.8968
H -1.7783 0.3573 1.8834
*
```

LUMO level = 0.6 eV
SMILES = CNC1=C(O)OC(=O)N(C)C(=O)N1C
Kohn-Sham gap = 8.9 eV



2) Molecular formula: C7H11N3O4
Method: DFT, the ωB97M-V functional and the def2-TZVPD basis

```
! RIJCOSX wB97M-V def2-TZVPD def2/J DEFGRID3
* xyz 0 1
C 0.5492 2.3114 -0.2733
N -0.6577 1.7587 0.2406
C -0.8394 0.3130 0.2182
C -2.2253 -0.2062 0.5494
O -2.3658 -0.8626 1.5150
O -3.1577 0.2214 -0.3177
C -0.4650 -0.4788 -1.2845
O -1.1647 -0.5976 -2.2605
N 0.6841 -1.0488 -1.0723
C 1.2255 -2.1743 -1.8004
C 1.1668 -0.9662 0.2677
O 2.2123 -1.4385 0.6477
N 0.2260 -0.2997 1.0039
C 0.5256 0.1194 2.3149
H 1.4494 2.0607 0.3079
H 0.6233 1.7694 -1.1922
H 0.4079 3.3528 -0.4802
H -1.0515 2.1802 1.0307
H -2.7433 0.5767 -1.0893
H 2.2924 -2.1646 -1.9026
H 0.8358 -3.0769 -1.4556
H 0.7805 -2.1043 -2.8601
H 0.6794 1.1573 2.2777
H -0.4475 -0.1303 3.0116
H 1.4598 -0.2723 2.6036
*
```

LUMO level = 0.6 eV
SMILES = CN[C@@]1(C(=O)O)C(=O)N(C)C(=O)N1C
Kohn-Sham gap = 10.1 eV



The structure with the greatest stability is 2).



1) Molecular formula: C2H10NSi
Method: DFT, the ωB97M-V functional and the def2-TZVPD basis

```
! RIJCOSX wB97M-V def2-TZVPD def2/J DEFGRID3
* xyz 1 1
C -1.9604 -0.0771 -0.0616
N -0.6259 0.4948 0.3901
C 0.4610 -0.3635 -0.1914
Si 2.3277 0.1357 -0.0016
H -2.8739 0.4196 0.3394
H -2.1983 -0.0639 -1.2527
H -2.2048 -1.0938 0.2427
H -0.3426 1.3877 -0.0258
H -0.5061 0.4315 1.4170
H 0.1979 -0.3248 -1.2150
H 0.2430 -1.4253 0.1034
H 2.5281 0.6179 1.3567
H 2.3247 1.1640 -1.0644
H 2.6296 -1.3028 -0.0367
*
```

LUMO level = -3.7 eV
SMILES = C[NH2+]C[SiH3]
Kohn-Sham gap = 12.0 eV



2) Molecular formula: C2H10NSi
Method: DFT, the ωB97M-V functional and the def2-TZVPD basis

```
! RIJCOSX wB97M-V def2-TZVPD def2/J DEFGRID3
* xyz 1 1
C -1.2308 -1.0683 -0.9195
C 0.3187 -1.1399 -0.7971
N 0.7419 0.2743 -0.5792
Si 0.2531 1.8378 2.2838
H -1.5887 -2.0165 -0.5078
H -1.5011 -0.2305 -0.2791
H -1.4982 -0.9028 -1.9722
H 0.6887 -1.4528 -1.7458
H 0.3309 0.7823 -1.3408
H 1.7365 0.3471 -0.7519
H -0.3782 0.7024 1.5856
H -0.1803 2.3012 3.5364
H 0.8420 -1.7212 -0.0120
H 1.4655 2.2869 1.4997
*
```

LUMO level = -7.4 eV
Kohn-Sham gap = 6.0 eV



The structure with the greatest stability is 1).